An isolated molecule of C5H14N2, computed with wB97M-V/def2-TZVPD.

Each line ends with the Mulliken charge.
CARTESIAN COORDINATES (ANGSTROEM)
C1 -0.288 -0.154 -2.896  -1.10
C2 -0.589 0.492 -1.534  -0.43
N1 0.210 0.002 -0.395  -0.01
C3 0.263 -1.448 -0.333  -1.19
C4 -0.305 0.515 0.869  -0.71
C5 0.838 0.776 1.878  -0.37
N2 0.374 0.605 3.250  -0.54
H1 0.053 -1.185 -2.822  0.32
H2 0.516 0.420 -3.365  0.27
H3 -1.177 -0.157 -3.525  0.33
H4 -0.415 1.561 -1.571  0.37
H5 -1.659 0.293 -1.327  0.35
H6 -0.717 -1.940 -0.394  0.36
H7 0.857 -1.865 -1.145  0.37
H8 0.800 -1.730 0.576  0.34
H9 -1.016 -0.157 1.353  0.34
H10 -0.757 1.492 0.681  0.32
H11 1.185 1.778 1.716  0.22
H12 1.695 0.121 1.754  0.34
H13 -0.609 0.728 3.426  0.20
H14 0.741 -0.145 3.805  0.19

SMILES: CCN(C)CCN
HOMO level: -8.42 eV
Energy above the lowest of the compared OMol25 structures with the same formula, charge and spin: 119.3 kJ/mol
Gap between HOMO and LUMO: 9.565 eV
LUMO level: 1.147 eV

***

An isolated molecule of C12H10N2O2S, computed with wB97M-V/def2-TZVPD.

Each line ends with the Mulliken charge.
CARTESIAN COORDINATES (ANGSTROEM)
O1 2.006 1.246 -1.891  -0.50
C1 2.810 2.020 -1.041  -0.47
C2 2.546 1.763 0.443  -0.41
S1 2.918 0.025 0.889  -0.09
C3 1.471 -0.836 0.376  -0.36
N1 1.676 -2.111 0.064  -0.53
C4 0.657 -2.870 -0.300  -0.26
N2 -0.603 -2.508 -0.416  -0.65
C5 -0.840 -1.237 -0.110  0.53
C6 0.171 -0.340 0.312  1.21
O2 -0.339 0.885 0.597  -0.43
C7 -1.678 0.807 0.351  0.03
C8 -2.599 1.829 0.501  -0.95
C9 -3.916 1.535 0.199  -0.34
C10 -4.304 0.268 -0.235  -0.65
C11 -3.386 -0.750 -0.384  -0.46
C12 -2.056 -0.476 -0.087  0.53
H1 2.280 0.322 -1.820  0.34
H2 3.874 1.856 -1.256  0.28
H3 2.562 3.061 -1.266  0.34
H4 1.513 1.975 0.705  0.19
H5 3.214 2.367 1.053  0.45
H6 0.895 -3.898 -0.535  0.46
H7 -2.295 2.807 0.837  0.45
H8 -4.663 2.308 0.303  0.39
H9 -5.344 0.087 -0.459  0.39
H10 -3.671 -1.734 -0.719  0.51

SMILES: OCCSc1ncnc2c1oc1ccccc12
HOMO level: -8.78 eV
Energy above the lowest of the compared OMol25 structures with the same formula, charge and spin: 78.8 kJ/mol
Gap between HOMO and LUMO: 8.729 eV
LUMO level: -0.046 eV

***

A structure of composition C13H12INO5Pd, computed with wB97M-V/def2-TZVPD.

Each line ends with the Mulliken charge.
CARTESIAN COORDINATES (ANGSTROEM)
Pd1 -1.669 0.193 -0.277  0.78
O1 -3.279 -3.682 0.498  -0.22
C1 -3.015 -2.682 0.021  0.84
O2 -2.782 -1.643 -0.486  -0.54
C2 0.146 -2.795 0.378  -0.78
C3 0.332 -2.166 -0.984  0.04
C4 1.841 -2.234 -1.297  -0.78
C5 2.432 -1.242 -0.266  -0.75
C6 1.169 -0.761 0.475  0.08
O3 0.225 -0.730 -0.661  -0.33
C7 0.645 -1.935 1.266  -0.67
C8 -2.162 -0.551 3.023  0.69
O4 -2.244 -1.302 3.881  -0.26
O5 -2.063 0.209 2.132  -0.39
H1 -0.084 -3.836 0.558  0.53
H2 -0.347 -2.410 -1.794  0.48
H3 2.032 -1.909 -2.317  0.35
H4 2.213 -3.249 -1.182  0.39
H5 2.921 -0.405 -0.760  0.33
H6 3.140 -1.700 0.420  0.42
H7 1.211 0.220 0.938  0.54
H8 0.900 -2.158 2.293  0.49
I1 0.189 5.169 2.162  0.28
C9 -0.057 3.948 0.512  -0.62
C10 0.303 4.358 -0.770  0.01
C11 0.123 3.503 -1.848  -0.85
C12 -0.413 2.252 -1.630  -0.09
N1 -0.772 1.884 -0.391  0.06
C13 -0.599 2.683 0.672  0.09
H9 0.729 5.341 -0.924  0.45
H10 0.401 3.796 -2.851  0.45
H11 -0.556 1.532 -2.427  0.45
H12 -0.912 2.305 1.636  0.54

Total charge: +2
HOMO level (spin up / spin down): -15.35 / -15.35 eV
Energy above the lowest of the compared OMol25 structures with the same formula, charge and spin: 0.0 kJ/mol
Gap between HOMO and LUMO (spin up / spin down): 5.553 / 5.553 eV
LUMO level (spin up / spin down): -9.797 / -9.796 eV

***

An isolated molecule of C8H13NOS, computed with wB97M-V/def2-TZVPD.

Each line ends with the Mulliken charge.
CARTESIAN COORDINATES (ANGSTROEM)
C1 -2.685 2.230 -0.350  -0.78
O1 -1.721 1.235 0.197  -0.32
C2 -1.961 -0.051 0.135  0.24
N1 -3.058 -0.689 0.119  -0.57
C3 -2.800 -1.964 -0.096  -0.29
S1 -1.173 -2.515 -0.157  -0.18
C4 -0.485 -1.098 0.033  -0.21
C5 0.899 -0.585 0.137  2.43
C6 1.769 -1.864 0.020  -2.37
C7 1.261 0.280 1.347  -1.65
C8 1.021 0.212 -1.193  -1.42
H1 -2.987 1.650 -1.180  0.36
H2 -2.062 2.982 -0.689  0.31
H3 -3.503 2.414 0.316  0.26
H4 -3.540 -2.758 -0.168  0.42
H5 2.758 -1.545 -0.243  0.45
H6 1.781 -2.274 0.980  0.54
H7 1.512 -2.644 -0.595  0.59
H8 2.304 0.435 1.390  0.42
H9 0.682 1.188 1.138  0.37
H10 0.929 0.047 2.336  0.39
H11 1.734 0.950 -1.119  0.44
H12 1.230 -0.399 -2.076  0.38
H13 0.026 0.774 -1.433  0.18

SMILES: COc1ncsc1C(C)(C)C
HOMO level: -6.98 eV
Energy above the lowest of the compared OMol25 structures with the same formula, charge and spin: 322.0 kJ/mol
Gap between HOMO and LUMO: 7.774 eV
LUMO level: 0.790 eV

***

An isolated molecule of C10H11NO2, computed with wB97M-V/def2-TZVPD.

Each line ends with the Mulliken charge.
CARTESIAN COORDINATES (ANGSTROEM)
O1 2.075 -0.376 1.672  -0.62
C1 0.863 -0.190 1.659  0.48
O2 0.260 0.955 1.258  -0.38
C2 -1.175 0.758 1.214  -0.35
C3 -1.445 -0.702 1.537  -0.33
N1 -0.133 -1.117 2.030  0.16
C4 0.296 -2.440 2.401  0.41
C5 0.291 -3.382 1.266  -0.46
C6 -0.098 -4.686 1.225  -0.45
C7 -0.784 -5.445 2.203  -0.31
C8 -1.048 -5.123 3.514  -0.31
C9 -0.666 -3.958 4.233  -0.35
C10 -0.112 -2.817 3.776  -0.53
H1 -1.518 1.095 0.231  0.29
H2 -1.610 1.429 1.964  0.25
H3 -2.219 -0.775 2.311  0.27
H4 -1.777 -1.259 0.642  0.27
H5 1.370 -2.258 2.551  0.16
H6 0.793 -2.962 0.388  0.30
H7 0.158 -5.211 0.300  0.32
H8 -1.111 -6.428 1.849  0.28
H9 -1.584 -5.857 4.122  0.28
H10 -0.830 -3.992 5.318  0.30
H11 0.158 -2.036 4.499  0.32

SMILES: O=C1OCCN1C1C=CC=CC=C1
HOMO level: -8.02 eV
Energy above the lowest of the compared OMol25 structures with the same formula, charge and spin: 222.5 kJ/mol
Gap between HOMO and LUMO: 7.922 eV
LUMO level: -0.101 eV

***

A structure of composition C29H44CrN3O2S3Si4Te, computed with wB97M-V/def2-TZVPD.

Each line ends with the Mulliken charge.
CARTESIAN COORDINATES (ANGSTROEM)
Cr1 -1.106 0.029 1.261  -0.29
O1 -1.657 2.992 4.516  -0.70
S1 -1.947 2.668 3.137  0.82
O2 -1.090 3.204 2.124  -0.63
N1 -2.146 1.095 2.885  1.00
C1 -2.619 0.313 3.922  0.59
C2 -3.385 0.714 5.001  -0.78
C3 -3.824 -0.199 5.981  -0.94
C4 -3.528 -1.529 5.920  -0.99
C5 -2.758 -1.997 4.828  1.29
C6 -2.425 -3.363 4.658  -0.74
C7 -1.687 -3.764 3.590  -1.00
C8 -1.266 -2.784 2.659  -0.32
N2 -1.570 -1.524 2.790  0.47
C9 -2.306 -1.093 3.849  -0.88
C10 -3.583 3.357 2.855  0.22
C11 -4.537 2.658 2.134  0.02
C12 -5.808 3.205 1.988  -0.83
C13 -6.117 4.429 2.561  -0.35
C14 -5.156 5.119 3.289  -0.54
C15 -3.886 4.580 3.440  -0.54
H1 -3.641 1.754 5.122  0.43
H2 -4.421 0.180 6.803  0.37
H3 -3.866 -2.226 6.678  0.33
H4 -2.778 -4.080 5.393  0.36
H5 -1.426 -4.800 3.427  0.38
H6 -0.673 -3.053 1.792  0.56
H7 -4.271 1.709 1.687  0.28
H8 -6.556 2.664 1.422  0.39
H9 -7.110 4.848 2.443  0.35
H10 -5.396 6.073 3.745  0.36
H11 -3.128 5.096 4.015  0.38
C16 -3.452 1.336 -2.695  -1.84
C17 -2.908 0.565 -1.511  0.52
S2 -2.120 1.540 -0.295  -0.29
C18 -3.015 -0.765 -1.387  0.72
C19 -3.668 -1.651 -2.409  -1.57
S3 -2.374 -1.567 0.028  -0.35
H12 -3.275 2.402 -2.558  0.37
H13 -4.530 1.189 -2.819  0.38
H14 -2.967 1.038 -3.630  0.31
H15 -4.109 -1.074 -3.224  0.40
H16 -4.458 -2.257 -1.952  0.29
H17 -2.944 -2.348 -2.844  0.26
N3 1.392 0.165 3.384  -0.95
C20 0.563 0.178 2.574  0.29
C21 4.431 -2.712 0.390  -1.12
Si1 4.686 -1.138 -0.606  0.77
C22 6.204 -1.451 -1.687  -1.14
C23 5.180 0.191 0.626  -1.14
Si2 2.727 -0.528 -1.717  -0.23
Te1 0.617 -0.204 -0.589  0.59
Si3 2.351 -2.122 -3.369  0.50
C24 0.784 -1.714 -4.324  -0.91
C25 2.065 -3.808 -2.585  -1.06
C26 3.715 -2.358 -4.652  -1.08
Si4 3.205 1.456 -2.838  0.51
C27 4.740 1.478 -3.937  -1.08
C28 3.413 2.854 -1.603  -1.01
C29 1.741 1.919 -3.924  -0.92
H18 5.235 -2.833 1.123  0.41
H19 4.402 -3.597 -0.251  0.29
H20 3.480 -2.668 0.929  0.27
H21 7.052 -1.687 -1.034  0.36
H22 6.469 -0.582 -2.293  0.22
H23 6.056 -2.289 -2.372  0.25
H24 5.915 -0.203 1.335  0.40
H25 4.311 0.537 1.191  0.34
H26 5.612 1.063 0.125  0.26
H27 0.046 -1.260 -3.656  0.11
H28 0.347 -2.623 -4.749  0.38
H29 0.976 -1.004 -5.134  0.27
H30 1.403 -3.708 -1.720  0.18
H31 3.000 -4.257 -2.235  0.27
H32 1.594 -4.490 -3.300  0.41
H33 3.873 -1.459 -5.252  0.25
H34 3.417 -3.170 -5.324  0.36
H35 4.676 -2.622 -4.203  0.21
H36 5.654 1.324 -3.358  0.24
H37 4.804 2.458 -4.421  0.35
H38 4.714 0.711 -4.715  0.23
H39 4.354 2.776 -1.051  0.26
H40 2.603 2.826 -0.869  0.21
H41 3.383 3.822 -2.113  0.39
H42 1.776 1.414 -4.894  0.25
H43 1.712 3.001 -4.090  0.38
H44 0.809 1.630 -3.432  0.16

Total charge: -2
Multiplicity: 4
HOMO level (spin up / spin down): -0.98 / -1.16 eV
Energy above the lowest of the compared OMol25 structures with the same formula, charge and spin: 76.4 kJ/mol
Gap between HOMO and LUMO (spin up / spin down): 5.184 / 5.369 eV
LUMO level (spin up / spin down): 4.207 / 4.209 eV

***

An isolated molecule of C4HF3, computed with wB97M-V/def2-TZVPD.

Each line ends with the Mulliken charge.
CARTESIAN COORDINATES (ANGSTROEM)
C1 -1.067 0.561 -0.693  -0.40
C2 0.198 0.727 -0.820  0.16
C3 0.766 -1.611 0.366  -0.33
C4 0.000 -0.244 0.320  0.76
F1 1.097 1.552 -1.351  -0.22
F2 1.017 -1.727 1.637  -0.06
F3 0.060 0.314 1.578  -0.27
H1 -2.071 0.428 -1.037  0.35

HOMO level: -9.87 eV
Energy above the lowest of the compared OMol25 structures with the same formula, charge and spin: 152.5 kJ/mol
Gap between HOMO and LUMO: 9.332 eV
LUMO level: -0.541 eV

***

A structure of composition C13H32BInO3PS, computed with wB97M-V/def2-TZVPD.

Each line ends with the Mulliken charge.
CARTESIAN COORDINATES (ANGSTROEM)
C1 -5.083 -1.108 2.162  -0.55
O1 -4.950 -0.914 3.550  -0.43
C2 -4.108 -1.870 4.180  -0.54
C3 -2.607 -1.591 3.986  -0.75
C4 -1.740 -2.742 3.440  -0.63
C5 -2.342 -3.609 2.318  -0.23
C6 -1.390 -3.789 1.135  -1.18
C7 -1.375 -2.573 0.211  -0.26
C8 -0.384 -2.713 -0.960  -0.90
C9 0.709 -1.636 -0.985  -0.68
C10 0.322 -0.414 -1.817  -0.69
C11 1.270 0.783 -1.633  -0.65
C12 2.431 0.834 -2.630  -0.98
In1 3.784 2.494 -2.041  0.63
P1 5.752 2.707 -3.716  -0.03
S1 7.237 3.945 -3.177  -0.56
B1 2.737 4.539 -2.006  0.32
O2 1.560 4.827 -2.720  -0.56
O3 3.299 5.548 -1.259  -0.45
C13 2.835 6.883 -1.347  -0.74
H1 -5.566 -2.069 1.939  0.27
H2 -5.709 -0.302 1.780  0.28
H3 -4.116 -1.068 1.648  0.18
H4 -4.369 -2.880 3.838  0.37
H5 -4.373 -1.811 5.237  0.34
H6 -2.509 -0.705 3.352  0.36
H7 -2.194 -1.303 4.955  0.32
H8 -1.429 -3.378 4.273  0.40
H9 -0.818 -2.292 3.059  0.38
H10 -3.274 -3.173 1.952  0.12
H11 -2.614 -4.591 2.714  0.35
H12 -1.680 -4.669 0.553  0.41
H13 -0.376 -3.959 1.515  0.32
H14 -1.125 -1.682 0.798  0.29
H15 -2.394 -2.439 -0.167  0.20
H16 -0.942 -2.652 -1.899  0.40
H17 0.073 -3.707 -0.925  0.45
H18 0.916 -1.308 0.040  0.33
H19 1.637 -2.061 -1.378  0.37
H20 0.322 -0.705 -2.874  0.30
H21 -0.711 -0.136 -1.566  0.36
H22 0.695 1.712 -1.702  0.27
H23 1.675 0.745 -0.613  0.34
H24 2.033 0.993 -3.638  0.34
H25 2.973 -0.118 -2.623  0.38
H26 4.527 2.078 -0.497  -0.36
H27 6.285 1.453 -4.092  0.01
H28 5.278 3.085 -4.994  0.00
H29 1.644 5.608 -3.290  0.25
H30 1.778 6.962 -1.077  0.31
H31 3.427 7.480 -0.655  0.24
H32 2.978 7.290 -2.354  0.31

Total charge: -1
HOMO level: -3.93 eV
Gap between HOMO and LUMO: 6.325 eV
LUMO level: 2.394 eV

***

Number 1: total energy -8391.38255 eV. Number 2: total energy -30516.61028 eV. Number 3: total energy -36966.33278 eV. Number 4: total energy -22875.79590 eV. Number 5: total energy -16131.98552 eV. Number 6: total energy -139089.15197 eV. Number 7: total energy -12309.84929 eV. Number 8: total energy -46118.35195 eV.